Computed, not measured: 2 unconnected molecules or ions with the total composition CBrIN4 at a distorted geometry, with ωB97M-V with the def2-TZVPD basis set.

```
7
Properties=species:S:1:pos:R:3:nbo_charge:R:1
C 0.883 0.221 -2.280 0.069
N 0.151 -1.411 2.464 -0.077
N 0.808 1.358 -2.198 -0.296
N -0.171 -0.550 1.830 0.222
N -0.550 0.145 0.962 -0.510
Br 0.654 -1.500 -1.985 0.228
I -1.774 1.736 1.207 0.364
```

Computed properties:
highest occupied orbital energy	-0.348	hartree
multiplicity	1
E_LUMO	-1.07	eV
frontier orbital gap	8.39	eV

---

Computed, not measured: 4 unconnected molecules or ions with the total composition C22H21BrFN3O3 at a distorted geometry, with ωB97M-V with the def2-TZVPD basis set.

```
51
Properties=species:S:1:pos:R:3:nbo_charge:R:1
C 0.469 1.315 1.558 -0.646
C -0.821 2.067 1.892 -0.218
Br -2.039 0.873 2.849 0.003
C -1.590 2.586 0.669 -0.473
C -0.710 3.275 -0.312 -0.152
C -0.566 2.977 -1.604 0.351
F -1.184 2.040 -2.303 -0.270
C 0.479 3.872 -2.195 0.724
O 1.183 3.675 -3.128 -0.506
O 0.565 4.933 -1.337 -0.500
C 0.200 4.410 -0.070 0.767
O 0.661 4.825 0.933 -0.484
H 0.693 1.322 0.494 0.212
H 0.428 0.275 1.867 0.236
H 1.310 1.770 2.079 0.224
H -0.606 2.897 2.553 0.226
H -2.120 1.772 0.183 0.264
H -2.335 3.296 1.033 0.240
N -3.335 -1.906 4.120 -0.426
C -4.433 -2.636 4.305 0.035
C -4.474 -3.772 5.099 -0.261
C -3.310 -4.174 5.734 -0.168
C -2.159 -3.425 5.550 -0.260
C -2.225 -2.303 4.737 0.033
H -5.322 -2.290 3.789 0.194
H -5.395 -4.325 5.215 0.220
H -3.300 -5.055 6.362 0.217
H -1.228 -3.701 6.025 0.221
H -1.348 -1.687 4.568 0.199
N 4.585 -0.410 -4.179 -0.421
C 3.572 0.407 -3.899 0.030
C 3.531 1.745 -4.263 -0.265
C 4.610 2.264 -4.960 -0.168
C 5.675 1.430 -5.260 -0.261
C 5.612 0.106 -4.850 0.029
H 2.750 -0.040 -3.349 0.183
H 2.676 2.355 -4.006 0.244
H 4.620 3.304 -5.263 0.217
H 6.537 1.794 -5.801 0.218
H 6.424 -0.578 -5.068 0.190
N -1.234 -0.819 -0.618 -0.442
C -1.680 -1.850 0.100 0.034
C -1.277 -3.160 -0.110 -0.260
C -0.367 -3.418 -1.122 -0.170
C 0.103 -2.358 -1.880 -0.251
C -0.360 -1.085 -1.587 0.027
H -2.386 -1.607 0.887 0.209
H -1.668 -3.956 0.509 0.221
H -0.029 -4.428 -1.317 0.218
H 0.814 -2.512 -2.680 0.223
H -0.014 -0.230 -2.159 0.189
```

Computed properties:
highest occupied orbital energy	-0.352	hartree
multiplicity	1
E_LUMO	-0.74	eV
structure (SMILES)	C[C@H](Br)CC1=C(F)C(=O)OC1=O.c1ccncc1.c1ccncc1.c1ccncc1
frontier orbital gap	8.82	eV

---

Computed, not measured: a molecular structure, C25H26N9O2PbS2, with ωB97M-V with the def2-TZVPD basis set.

```
65
Properties=species:S:1:pos:R:3:nbo_charge:R:1
Pb -0.774 -0.198 -1.116 1.618
O -1.837 0.769 3.479 -0.671
C -1.786 -0.544 3.825 0.427
C -2.396 -0.979 5.000 -0.319
C -2.317 -2.301 5.389 -0.144
C -1.615 -3.220 4.616 -0.249
C -1.011 -2.794 3.453 -0.124
C -1.091 -1.463 3.025 -0.246
C -0.467 -1.092 1.740 0.620
O -0.756 0.025 1.177 -0.768
N 0.345 -1.976 1.184 -0.419
N 0.768 -1.543 -0.022 -0.281
C 1.879 -1.933 -0.508 0.113
C 2.380 -1.345 -1.755 0.118
C 3.481 -1.863 -2.412 -0.196
C 3.932 -1.216 -3.555 -0.116
C 3.279 -0.072 -3.975 -0.225
C 2.178 0.373 -3.256 0.065
N 1.736 -0.246 -2.167 -0.469
H -2.408 1.228 4.107 0.485
H -2.930 -0.261 5.613 0.215
H -2.799 -2.615 6.306 0.227
H -1.544 -4.254 4.922 0.227
H -0.462 -3.490 2.835 0.236
H 2.485 -2.640 0.052 0.222
H 3.966 -2.758 -2.044 0.238
H 4.770 -1.610 -4.112 0.246
H 3.592 0.457 -4.864 0.244
H 1.628 1.254 -3.565 0.216
S -3.265 0.238 -1.006 -0.050
C -3.347 -1.475 -0.644 0.088
C -4.542 -2.170 -0.474 -0.261
C -4.480 -3.523 -0.207 -0.117
C -3.247 -4.163 -0.112 -0.255
C -2.108 -3.409 -0.288 0.069
N -2.164 -2.099 -0.541 -0.542
H -5.487 -1.655 -0.559 0.242
H -5.395 -4.085 -0.075 0.234
H -3.172 -5.221 0.092 0.237
H -1.118 -3.840 -0.214 0.218
N -0.989 -1.116 -3.115 -0.715
C -0.326 -1.193 -4.093 0.669
N 0.308 -1.198 -5.178 -0.613
C 1.235 -2.130 -5.414 0.422
N 2.081 -2.878 -5.653 -0.401
C 2.639 4.378 -2.372 -0.619
C 1.400 4.866 -1.639 -0.220
N 1.198 4.167 -0.365 -0.568
C 0.572 3.007 -0.195 0.392
S -0.246 2.327 -1.575 -0.139
N 0.570 2.428 0.992 -0.571
C 1.178 2.987 2.199 -0.232
C 0.297 4.036 2.865 -0.622
H 2.756 4.920 -3.310 0.233
H 2.559 3.313 -2.595 0.211
H 3.536 4.537 -1.773 0.215
H 0.507 4.742 -2.248 0.224
H 1.479 5.926 -1.402 0.219
H 1.619 4.584 0.449 0.412
H 0.000 1.595 1.131 0.463
H 2.170 3.376 1.961 0.195
H 1.336 2.146 2.873 0.231
H 0.099 4.883 2.207 0.207
H 0.780 4.412 3.766 0.232
H -0.659 3.594 3.143 0.226
```

Computed properties:
highest occupied orbital energy	-0.409	hartree
multiplicity	1
total charge	+1
E_LUMO	-4.47	eV
frontier orbital gap	6.65	eV

---

Computed, not measured: C4H6N2O in the gas phase at a distorted geometry, with ωB97M-V with the def2-TZVPD basis set.

```
13
Properties=species:S:1:pos:R:3:nbo_charge:R:1
C 0.479 -1.273 0.998 -0.530
N 0.064 0.018 1.193 -0.433
C -0.091 0.899 0.230 0.542
N -0.484 2.205 0.501 -0.846
C -0.096 -0.708 -1.454 0.273
C -0.225 -1.554 -2.312 -0.335
O 0.213 0.546 -1.054 -0.472
H -0.363 0.295 2.074 0.413
H -1.032 2.594 -0.257 0.387
H 0.281 2.837 0.717 0.378
H 1.385 -1.439 0.442 0.197
H 0.223 -1.970 1.777 0.190
H -0.353 -2.449 -2.857 0.234
```

Computed properties:
highest occupied orbital energy (alpha / beta)	-0.231 / -0.231	hartree
multiplicity	1
E_LUMO (alpha / beta)	0.64 / 0.64	eV
frontier orbital gap (alpha / beta)	6.94 / 6.94	eV

---

Computed, not measured: 2 unconnected molecules or ions with the total composition C4H11NO2 at a distorted geometry, with ωB97M-V with the def2-TZVPD basis set.

```
18
Properties=species:S:1:pos:R:3:mulliken_spin:R:1
N 0.354 -0.866 1.239 -0.065
C 0.919 -1.259 0.038 1.306
C 0.188 -0.795 -1.229 -0.835
C 1.109 0.201 -1.931 0.289
C -1.218 -0.232 -0.929 0.869
O 1.849 -2.047 -0.006 -0.245
H -0.081 0.045 1.195 -0.088
H 0.886 -1.023 2.069 -0.261
H 0.013 -1.675 -1.872 -0.106
H 1.863 -0.345 -2.502 0.064
H 1.675 0.837 -1.237 -0.200
H 0.562 0.947 -2.516 0.000
H -1.670 -0.083 -1.914 -0.110
H -1.767 -1.014 -0.411 0.059
H -1.183 0.732 -0.423 -0.175
H -0.888 2.914 3.301 -0.320
H -1.326 1.438 3.279 -0.225
O -1.285 2.225 3.851 1.043
```

Computed properties:
highest occupied orbital energy (alpha / beta)	0.025 / -0.231	hartree
multiplicity	2
total charge	-1
E_LUMO (alpha / beta)	3.88 / 3.69	eV
frontier orbital gap (alpha / beta)	3.21 / 9.97	eV

---

Computed, not measured: C4H8BrF in the gas phase at a distorted geometry, with ωB97M-V with the def2-TZVPD basis set.

```
14
Properties=species:S:1:pos:R:3:nbo_charge:R:1
C 1.329 -0.169 0.743 -0.679
C -0.008 0.186 -1.435 -0.671
C -1.111 0.300 0.804 -0.487
C 0.057 -0.399 0.011 0.347
F -0.256 -1.781 -0.030 -0.375
Br -2.828 0.224 0.003 0.023
H 1.362 -0.824 1.638 0.236
H 1.783 0.871 0.811 0.246
H 2.069 -0.682 0.096 0.230
H -0.862 -0.169 -1.991 0.243
H -0.461 1.183 -1.283 0.220
H 0.896 0.159 -2.113 0.224
H -0.974 1.321 0.973 0.218
H -0.998 -0.220 1.772 0.226
```

Computed properties:
highest occupied orbital energy	-0.374	hartree
multiplicity	1
E_LUMO	0.87	eV
structure (SMILES)	CC(C)(F)CBr
frontier orbital gap	11.04	eV

---

Computed, not measured: 6 unconnected molecules or ions with the total composition C37H93BN9O2 at a distorted geometry, with ωB97M-V with the def2-TZVPD basis set.

```
142
Properties=species:S:1:pos:R:3:mulliken_charge:R:1
C 2.023 -5.375 0.154 -1.242
C 1.418 -4.440 1.201 -0.259
B 1.020 -3.082 0.548 -0.042
O 1.899 -2.370 -0.204 -0.356
N -0.389 -2.572 0.827 0.136
C -1.211 -2.428 -0.229 0.304
N -0.653 -2.321 -1.516 -0.353
N -2.507 -2.354 -0.082 0.026
C -3.190 -2.372 1.203 -0.492
C -4.567 -1.738 0.962 -0.463
O -4.588 -0.671 0.410 -0.357
N -5.728 -2.421 1.347 0.166
C -5.889 -3.677 0.625 -1.113
C -5.889 -2.551 2.799 -0.980
H 1.357 -5.530 -0.688 0.369
H 2.960 -4.984 -0.219 0.211
H 2.222 -6.349 0.578 0.397
H 0.588 -4.916 1.715 0.409
H 2.166 -4.241 1.965 0.343
H 1.951 -2.771 -1.075 0.252
H -0.789 -3.126 1.576 0.249
H -0.697 -1.369 -1.857 0.251
H -1.146 -2.920 -2.164 0.331
H -3.080 -2.222 -0.900 -0.105
H -3.285 -3.384 1.583 0.543
H -2.660 -1.749 1.910 0.542
H -6.902 -4.027 0.772 0.439
H -5.761 -3.512 -0.437 0.232
H -5.228 -4.470 0.979 0.405
H -5.100 -2.066 3.361 0.387
H -6.826 -2.082 3.068 0.349
H -5.958 -3.587 3.111 0.353
C 8.264 0.144 1.121 -1.534
C 7.623 -0.822 0.138 -0.163
N 6.719 -1.766 0.769 0.291
C 6.311 -2.852 -0.101 -0.830
C 5.533 -2.532 -1.385 -0.447
C 5.674 -1.216 1.611 -1.557
C 4.619 -0.246 1.053 -0.129
H 8.795 -0.395 1.906 0.355
H 8.980 0.776 0.596 0.459
H 7.533 0.804 1.589 0.283
H 8.413 -1.403 -0.344 0.486
H 7.137 -0.238 -0.664 0.136
H 5.739 -3.553 0.515 0.331
H 7.212 -3.395 -0.401 0.393
H 4.502 -2.241 -1.177 -0.073
H 5.499 -3.416 -2.025 0.519
H 6.009 -1.741 -1.963 0.038
H 6.158 -0.724 2.457 0.477
H 5.154 -2.074 2.047 0.338
H 5.042 0.535 0.418 0.295
H 4.130 0.250 1.894 0.254
H 3.843 -0.760 0.487 0.077
C -5.274 0.353 8.054 -1.496
C -5.329 0.421 6.536 -0.111
N -6.206 1.461 6.038 0.118
C -6.460 1.363 4.616 -0.889
C -5.287 1.565 3.645 -0.741
C -5.952 2.797 6.552 -0.753
C -4.564 3.411 6.314 -0.936
H -6.271 0.219 8.472 0.343
H -4.658 -0.492 8.362 0.437
H -4.834 1.249 8.491 0.313
H -5.716 -0.532 6.162 0.306
H -4.297 0.509 6.152 0.197
H -7.253 2.069 4.361 0.377
H -6.887 0.369 4.436 0.361
H -5.023 2.616 3.545 0.308
H -5.575 1.217 2.650 0.327
H -4.397 1.006 3.942 0.191
H -6.142 2.783 7.626 0.416
H -6.717 3.458 6.140 0.348
H -3.764 2.692 6.491 0.235
H -4.411 4.244 7.001 0.374
H -4.452 3.804 5.305 0.278
C -7.713 -1.026 -4.269 -1.514
C -6.522 -0.653 -3.401 -0.175
N -5.279 -1.270 -3.840 0.116
C -4.214 -1.127 -2.882 0.710
C -3.667 0.270 -2.553 -0.509
C -4.920 -1.053 -5.232 -0.705
C -4.744 0.395 -5.712 -1.015
H -7.841 -2.108 -4.312 0.340
H -8.618 -0.591 -3.849 0.450
H -7.616 -0.650 -5.287 0.323
H -6.714 -0.997 -2.381 0.300
H -6.454 0.444 -3.346 0.256
H -3.379 -1.763 -3.215 0.233
H -4.582 -1.570 -1.944 -1.108
H -3.020 0.650 -3.343 0.391
H -3.066 0.214 -1.639 -0.141
H -4.457 0.995 -2.370 0.320
H -5.682 -1.530 -5.849 0.473
H -4.004 -1.616 -5.430 0.360
H -5.527 1.049 -5.331 0.262
H -4.794 0.427 -6.801 0.380
H -3.781 0.814 -5.424 0.283
C 1.165 5.111 1.281 -1.396
C 0.278 3.906 1.014 -0.296
N 1.015 2.739 0.562 0.262
C 0.164 1.681 0.069 -1.016
C -0.760 1.005 1.089 0.261
C 2.115 2.317 1.416 -0.499
C 1.807 1.948 2.876 -1.097
H 1.743 5.371 0.395 0.328
H 0.545 5.967 1.547 0.441
H 1.855 4.942 2.107 0.282
H -0.431 4.167 0.224 0.448
H -0.324 3.707 1.916 0.228
H 0.797 0.920 -0.403 0.230
H -0.450 2.096 -0.738 0.405
H -0.208 0.328 1.738 -0.060
H -1.529 0.409 0.579 -0.456
H -1.281 1.732 1.710 0.486
H 2.857 3.114 1.421 0.336
H 2.609 1.476 0.926 0.090
H 1.114 2.651 3.339 0.376
H 2.728 1.968 3.460 0.432
H 1.391 0.946 2.974 0.223
C 7.374 3.722 -6.232 -1.429
C 6.866 2.321 -5.932 -0.339
N 7.336 1.799 -4.662 0.128
C 7.076 0.385 -4.494 -0.739
C 5.622 -0.115 -4.412 -0.866
C 7.088 2.639 -3.510 -0.688
C 5.634 3.006 -3.196 -0.823
H 8.464 3.752 -6.209 0.334
H 7.046 4.024 -7.227 0.435
H 6.993 4.460 -5.528 0.295
H 7.228 1.647 -6.712 0.454
H 5.765 2.321 -6.012 0.251
H 7.614 0.047 -3.604 0.333
H 7.556 -0.123 -5.336 0.407
H 5.166 0.087 -3.443 0.050
H 5.619 -1.198 -4.550 0.394
H 4.989 0.317 -5.188 0.388
H 7.653 3.564 -3.641 0.389
H 7.540 2.154 -2.641 0.291
H 5.075 3.272 -4.094 0.262
H 5.612 3.870 -2.532 0.382
H 5.102 2.199 -2.694 0.119
```

Computed properties:
highest occupied orbital energy	-0.346	hartree
multiplicity	1
total charge	+1
E_LUMO	-3.08	eV
frontier orbital gap	6.34	eV

---

Among the records above, which one has the highest multiplicity?
C4H11NO2

---

What did the third record say?
Computed, not measured: a molecular structure, C25H26N9O2PbS2, with ωB97M-V with the def2-TZVPD basis set.

```
65
Properties=species:S:1:pos:R:3:nbo_charge:R:1
Pb -0.774 -0.198 -1.116 1.618
O -1.837 0.769 3.479 -0.671
C -1.786 -0.544 3.825 0.427
C -2.396 -0.979 5.000 -0.319
C -2.317 -2.301 5.389 -0.144
C -1.615 -3.220 4.616 -0.249
C -1.011 -2.794 3.453 -0.124
C -1.091 -1.463 3.025 -0.246
C -0.467 -1.092 1.740 0.620
O -0.756 0.025 1.177 -0.768
N 0.345 -1.976 1.184 -0.419
N 0.768 -1.543 -0.022 -0.281
C 1.879 -1.933 -0.508 0.113
C 2.380 -1.345 -1.755 0.118
C 3.481 -1.863 -2.412 -0.196
C 3.932 -1.216 -3.555 -0.116
C 3.279 -0.072 -3.975 -0.225
C 2.178 0.373 -3.256 0.065
N 1.736 -0.246 -2.167 -0.469
H -2.408 1.228 4.107 0.485
H -2.930 -0.261 5.613 0.215
H -2.799 -2.615 6.306 0.227
H -1.544 -4.254 4.922 0.227
H -0.462 -3.490 2.835 0.236
H 2.485 -2.640 0.052 0.222
H 3.966 -2.758 -2.044 0.238
H 4.770 -1.610 -4.112 0.246
H 3.592 0.457 -4.864 0.244
H 1.628 1.254 -3.565 0.216
S -3.265 0.238 -1.006 -0.050
C -3.347 -1.475 -0.644 0.088
C -4.542 -2.170 -0.474 -0.261
C -4.480 -3.523 -0.207 -0.117
C -3.247 -4.163 -0.112 -0.255
C -2.108 -3.409 -0.288 0.069
N -2.164 -2.099 -0.541 -0.542
H -5.487 -1.655 -0.559 0.242
H -5.395 -4.085 -0.075 0.234
H -3.172 -5.221 0.092 0.237
H -1.118 -3.840 -0.214 0.218
N -0.989 -1.116 -3.115 -0.715
C -0.326 -1.193 -4.093 0.669
N 0.308 -1.198 -5.178 -0.613
C 1.235 -2.130 -5.414 0.422
N 2.081 -2.878 -5.653 -0.401
C 2.639 4.378 -2.372 -0.619
C 1.400 4.866 -1.639 -0.220
N 1.198 4.167 -0.365 -0.568
C 0.572 3.007 -0.195 0.392
S -0.246 2.327 -1.575 -0.139
N 0.570 2.428 0.992 -0.571
C 1.178 2.987 2.199 -0.232
C 0.297 4.036 2.865 -0.622
H 2.756 4.920 -3.310 0.233
H 2.559 3.313 -2.595 0.211
H 3.536 4.537 -1.773 0.215
H 0.507 4.742 -2.248 0.224
H 1.479 5.926 -1.402 0.219
H 1.619 4.584 0.449 0.412
H 0.000 1.595 1.131 0.463
H 2.170 3.376 1.961 0.195
H 1.336 2.146 2.873 0.231
H 0.099 4.883 2.207 0.207
H 0.780 4.412 3.766 0.232
H -0.659 3.594 3.143 0.226
```

Computed properties:
highest occupied orbital energy	-0.409	hartree
multiplicity	1
total charge	+1
E_LUMO	-4.47	eV
frontier orbital gap	6.65	eV

---

The highest multiplicity belongs to which entry?
C4H11NO2